Entry 1:
Molecular formula: C22H49GdN2OP3S
Method: DFT, wB97M-V/def2-TZVPD

Element x y z (Å)
Gd1 -0.55 0.44 -1.12
P1 -0.05 -0.99 1.64
P2 -2.39 -1.94 -1.11
P3 1.14 2.38 0.61
H1 -3.16 0.58 -2.60
C1 -2.18 1.08 -2.69
C2 -1.14 0.48 -3.37
H2 -1.13 -0.60 -3.53
C3 -1.13 -0.77 3.13
C4 0.16 -2.80 1.55
C5 1.59 -0.50 2.38
C6 -3.95 -2.23 -2.09
C7 -1.47 -3.50 -1.59
C8 -3.23 -2.26 0.50
C9 0.78 3.99 -0.22
C10 2.91 2.59 1.09
C11 0.24 2.64 2.21
H3 -2.22 2.18 -2.68
H4 -0.49 1.07 -4.01
H5 -0.92 -1.60 3.83
H6 -2.19 -0.81 2.83
H7 -0.91 0.18 3.65
H8 0.51 -3.17 2.51
H9 0.90 -3.01 0.78
H10 -0.78 -3.31 1.30
H11 1.99 -1.34 2.96
H12 1.48 0.37 3.05
H13 2.30 -0.24 1.57
H14 -4.33 -3.20 -1.77
H15 -3.76 -2.25 -3.19
H16 -4.73 -1.47 -1.86
H17 -2.19 -4.25 -1.97
H18 -0.87 -3.98 -0.81
H19 -0.78 -3.28 -2.43
H20 -4.20 -2.73 0.28
H21 -3.44 -1.29 0.99
H22 -2.68 -2.89 1.20
H23 1.69 4.62 -0.25
H24 -0.02 4.52 0.29
H25 0.48 3.77 -1.26
H26 3.23 3.61 0.91
H27 3.52 1.92 0.48
H28 3.10 2.36 2.14
H29 0.42 3.67 2.56
H30 0.56 1.95 2.99
H31 -0.83 2.50 2.02
C12 -3.29 3.11 0.41
C13 -4.27 3.25 1.44
C14 -4.94 4.51 1.45
C15 -4.52 5.55 0.62
C16 -3.42 5.42 -0.27
C17 -2.90 4.11 -0.48
O1 -2.55 1.92 0.37
H32 -3.10 1.40 1.12
H33 -4.45 2.40 2.15
H34 -5.84 4.62 2.16
H35 -5.11 6.54 0.61
H36 -2.95 6.26 -0.82
H37 -2.12 3.81 -1.25
C18 6.03 -1.24 -0.33
C19 4.57 -1.13 -0.07
N1 3.95 -0.74 -1.42
C20 2.70 -1.12 -1.72
S1 1.76 0.00 -2.64
N2 2.34 -2.39 -1.24
C21 3.20 -3.49 -1.63
C22 3.30 -4.66 -0.62
H38 6.21 -1.86 -1.20
H39 6.55 -1.66 0.50
H40 6.45 -0.27 -0.52
H41 4.08 -2.04 0.29
H42 4.32 -0.33 0.66
H43 4.20 0.21 -1.71
H44 1.37 -2.63 -1.37
H45 2.85 -3.92 -2.58
H46 4.23 -3.13 -1.77
H47 2.41 -5.32 -0.57
H48 4.13 -5.35 -0.90
H49 3.53 -4.32 0.40

Computed properties:
Expectation value of S² = 16.054
Spin multiplicity = 8
Net charge = +3
Orbital gap (alpha / beta) = 5.2 / 3.7 eV
LUMO level (alpha / beta) = -10.825 / -12.333 eV

Need the Löwdin charges? In units of e they are: 1.073 0.749 0.781 0.779 0.104 -0.182 -0.260 0.072 -0.238 -0.271 -0.259 -0.256 -0.241 -0.256 -0.252 -0.230 -0.247 0.085 0.097 0.071 0.031 0.050 0.068 0.014 0.017 0.071 0.029 0.006 0.059 0.073 0.068 0.068 0.034 0.046 0.064 0.031 0.040 0.064 0.053 0.026 0.053 0.020 0.066 0.075 0.017 0.024 -0.343 -0.007 -0.058 -0.078 -0.038 -0.048 -0.163 0.161 0.130 0.154 0.152 0.129 0.100 -0.063 -0.189 0.033 -0.727 0.658 -0.003 -0.227 -0.066 0.088 0.092 0.089 0.099 0.107 0.139 0.090 0.136 0.116 0.081 0.099 0.071

=====

Entry 2:
Molecular formula: C22H49N2P3PtS2
Method: DFT, wB97M-V/def2-TZVPD

Element x y z (Å)
Pt1 0.14 0.87 -0.62
P1 -0.53 -1.32 -1.53
P2 2.27 1.49 -0.66
P3 -1.13 2.10 -2.14
H1 -1.35 0.05 2.99
C1 -2.31 -0.14 2.54
C2 -2.37 -0.98 1.55
H2 -1.69 -1.83 1.41
C3 -0.52 -3.03 -0.83
C4 0.68 -1.49 -2.88
C5 -2.17 -1.37 -2.35
C6 2.41 2.68 0.67
C7 3.45 0.16 -0.46
C8 2.50 2.19 -2.31
C9 -2.98 1.96 -2.03
C10 -0.67 1.66 -3.87
C11 -0.65 3.83 -1.88
H3 -3.09 0.52 2.97
H4 -2.84 -0.71 0.58
H5 -1.08 -3.09 0.12
H6 0.52 -3.35 -0.65
H7 -0.94 -3.72 -1.57
H8 1.69 -1.47 -2.49
H9 0.62 -0.67 -3.59
H10 0.52 -2.44 -3.40
H11 -2.94 -0.98 -1.69
H12 -2.41 -2.42 -2.59
H13 -2.20 -0.80 -3.28
H14 3.39 3.16 0.53
H15 2.34 2.14 1.63
H16 1.59 3.40 0.64
H17 4.45 0.59 -0.70
H18 3.23 -0.69 -1.11
H19 3.42 -0.19 0.58
H20 3.56 2.49 -2.34
H21 1.84 3.06 -2.46
H22 2.27 1.45 -3.08
H23 -3.39 2.97 -1.87
H24 -3.34 1.34 -1.19
H25 -3.33 1.62 -3.02
H26 -1.13 2.45 -4.44
H27 -1.09 0.66 -4.14
H28 0.45 1.71 -3.91
H29 -1.62 4.34 -1.79
H30 -0.10 4.13 -2.79
H31 -0.11 3.93 -0.94
C12 -2.62 3.80 1.81
C13 -2.16 5.12 2.01
C14 -3.02 6.11 2.53
C15 -4.33 5.81 2.82
C16 -4.77 4.49 2.75
C17 -3.94 3.51 2.21
S1 -1.80 2.47 0.94
H32 -0.29 1.77 0.99
H33 -1.12 5.40 1.73
H34 -2.68 7.12 2.71
H35 -5.02 6.53 3.16
H36 -5.76 4.18 3.09
H37 -4.28 2.47 2.09
C18 3.77 -4.74 -0.69
C19 3.57 -3.87 0.57
N1 2.33 -3.06 0.44
C20 1.71 -2.57 1.57
S2 1.17 -0.94 1.60
N2 1.54 -3.44 2.59
C21 1.15 -4.85 2.38
C22 1.50 -5.72 3.56
H38 2.91 -5.39 -0.88
H39 4.66 -5.37 -0.55
H40 3.96 -4.10 -1.56
H41 3.49 -4.49 1.47
H42 4.45 -3.22 0.73
H43 2.40 -2.34 -0.30
H44 1.27 -3.03 3.47
H45 0.08 -4.88 2.18
H46 1.63 -5.19 1.45
H47 0.94 -5.46 4.45
H48 1.32 -6.76 3.30
H49 2.57 -5.63 3.78

Computed properties:
Expectation value of S² = 6.044
Spin multiplicity = 5
Net charge = +4
Orbital gap (alpha / beta) = 6.2 / 4.6 eV
LUMO level (alpha / beta) = -12.648 / -14.796 eV

Need the Löwdin charges? In units of e they are: 0.433 0.726 0.608 0.652 0.038 -0.099 -0.092 0.019 -0.215 -0.233 -0.216 -0.211 -0.235 -0.200 -0.227 -0.209 -0.242 0.080 0.060 0.040 0.022 0.084 0.023 0.030 0.086 0.038 0.081 0.042 0.091 0.066 0.042 0.100 0.036 0.028 0.089 0.046 0.055 0.061 0.027 0.069 0.075 0.054 0.044 0.064 0.077 0.013 -0.488 -0.016 0.010 0.050 0.026 -0.071 0.830 -0.045 0.134 0.145 0.138 0.151 0.115 -0.048 -0.188 -0.006 -0.691 0.888 0.082 -0.204 -0.042 0.086 0.106 0.080 0.111 0.138 0.087 0.160 0.134 0.112 0.095 0.107 0.093

=====

Entry 3:
Molecular formula: C22H50ClNO8S
Method: DFT, wB97M-V/def2-TZVPD

Element x y z (Å)
C1 3.93 -2.20 1.60
C2 3.04 -2.92 0.64
O1 3.33 -3.90 0.02
O2 1.78 -2.36 0.53
C3 1.49 -1.73 -0.74
N1 0.76 -0.50 -0.57
C4 1.28 0.44 0.45
C5 2.58 1.13 0.02
C6 2.38 2.54 -0.56
Cl1 3.59 3.71 0.06
C7 -0.63 -0.65 -0.44
O3 -1.41 0.25 -0.70
O4 -1.03 -1.85 -0.01
C8 -2.30 -1.85 0.69
C9 -2.19 -1.03 1.97
C10 -1.23 -1.66 3.00
S1 -0.71 -0.49 4.28
H1 3.41 -1.98 2.53
H2 4.81 -2.82 1.80
H3 4.26 -1.25 1.16
H4 0.90 -2.42 -1.36
H5 2.43 -1.53 -1.27
H6 0.50 1.20 0.57
H7 1.40 -0.05 1.42
H8 3.11 0.52 -0.71
H9 3.23 1.21 0.90
H10 2.48 2.55 -1.65
H11 1.41 2.96 -0.30
H12 -2.51 -2.89 0.93
H13 -3.09 -1.47 0.04
H14 -3.19 -0.99 2.42
H15 -1.90 0.00 1.74
H16 -0.34 -2.09 2.52
H17 -1.78 -2.46 3.51
H18 -0.95 0.65 3.61
C11 -5.44 0.41 6.50
C12 -4.32 0.91 5.61
C13 -3.97 2.36 5.89
O5 -4.67 0.75 4.23
H19 -6.35 0.99 6.33
H20 -5.67 -0.64 6.28
H21 -5.18 0.49 7.56
H22 -3.43 0.29 5.76
H23 -4.84 3.00 5.70
H24 -3.16 2.69 5.25
H25 -3.67 2.50 6.93
H26 -5.44 1.29 4.07
C14 -0.43 0.90 -5.69
C15 -0.04 -0.25 -4.78
C16 -1.26 -0.89 -4.12
O6 0.89 0.16 -3.78
H27 -0.93 1.68 -5.12
H28 0.46 1.34 -6.15
H29 -1.11 0.57 -6.48
H30 0.50 -1.01 -5.36
H31 -1.79 -0.16 -3.51
H32 -0.94 -1.70 -3.46
H33 -1.95 -1.30 -4.86
H34 0.45 0.80 -3.20
C17 -3.43 2.27 0.97
C18 -3.18 2.75 -0.46
C19 -3.88 1.87 -1.48
O7 -1.79 2.83 -0.74
H35 -3.02 1.27 1.10
H36 -2.94 2.94 1.68
H37 -4.49 2.24 1.20
H38 -3.55 3.78 -0.55
H39 -3.49 0.85 -1.42
H40 -3.70 2.24 -2.49
H41 -4.96 1.84 -1.31
H42 -1.43 1.93 -0.74
C20 6.83 -1.08 -4.13
C21 6.20 -1.12 -2.75
C22 5.80 -2.53 -2.34
O8 5.09 -0.24 -2.69
H43 6.12 -1.44 -4.88
H44 7.12 -0.06 -4.40
H45 7.72 -1.72 -4.18
H46 6.91 -0.72 -2.02
H47 5.06 -2.94 -3.03
H48 5.36 -2.53 -1.34
H49 6.66 -3.20 -2.34
H50 4.43 -0.51 -3.34

Computed properties:
Orbital gap = 9.8 eV
LUMO level = 0.580 eV

Need the Löwdin charges? In units of e they are: 0.025 -0.528 0.132 -0.021 -0.124 0.006 -0.119 -0.222 -0.565 0.536 -0.490 0.075 0.027 -0.127 -0.244 -0.541 0.711 0.095 0.093 0.088 0.145 0.134 0.121 0.119 0.095 0.094 0.071 0.065 0.138 0.129 0.123 0.066 0.060 0.075 -0.150 -0.062 -0.504 -0.059 -0.070 0.081 0.078 0.080 0.110 0.082 0.075 0.081 0.084 -0.057 -0.497 -0.052 -0.063 0.082 0.079 0.080 0.137 0.074 0.075 0.083 0.078 -0.047 -0.481 -0.059 -0.077 0.040 0.084 0.081 0.133 0.055 0.078 0.078 0.015 -0.061 -0.502 -0.053 -0.062 0.082 0.079 0.080 0.137 0.087 0.059 0.083 0.087